Computed, not measured: C52H87BrCl22I2N3O4PS2 as an isolated structure in a non-equilibrium geometry, with the ωB97M-V functional and the def2-TZVPD basis.

XYZ file:
```
174
Properties=species:S:1:pos:R:3:forces:R:3:mulliken_charge:R:1
I -4.033751 -2.188781 3.384537 0.176 -0.610 -0.902 0.333
I -0.948831 -4.002651 3.582357 0.114 0.340 -0.810 0.247
Br 2.101253 2.449979 -6.561314 -0.958 0.627 0.447 -0.205
Cl 5.938400 6.259101 -6.520622 0.031 0.037 0.039 -0.135
Cl 0.348728 -5.344523 6.423789 0.088 -0.063 0.085 -0.170
Cl -2.340143 -7.418197 5.400456 -0.051 -0.209 -0.240 -0.109
Cl 6.212625 3.605754 -8.624799 -0.002 -0.001 0.044 -0.189
Cl 10.052691 0.935868 -1.488600 -0.005 -0.063 0.009 -0.196
Cl 9.227721 1.016656 1.824504 -0.003 0.026 -0.008 -0.083
Cl -2.177629 5.876823 -5.144087 0.031 -0.037 -0.010 -0.115
Cl 0.251423 -3.910497 9.521772 0.048 0.044 0.006 -0.202
Cl -7.598236 -1.022213 -2.828027 -0.841 0.293 -0.013 -0.056
Cl 3.446797 8.711921 3.903488 0.046 0.040 0.015 -0.199
Cl -9.177560 -2.343652 5.182171 -0.006 -0.045 0.018 -0.197
Cl -7.889021 2.130194 -4.104677 0.069 -0.028 0.009 -0.173
Cl 6.658633 5.507109 -2.929183 -0.007 -0.063 0.021 -0.211
Cl -7.049125 -8.976635 -4.684123 -0.014 -0.063 -0.051 -0.201
Cl 8.387871 -1.262189 4.230029 0.031 0.119 0.134 -0.153
Cl 5.676463 0.804793 4.427647 0.014 0.061 -0.072 -0.187
Cl -6.077590 -2.062875 6.588034 0.006 -0.037 -0.019 -0.161
Cl 5.526413 2.726451 -1.293325 0.267 -0.047 -0.138 -0.258
Cl -1.553476 5.509000 -8.482264 -0.002 -0.032 0.008 -0.169
Cl -4.270048 -9.106305 7.654455 0.042 0.034 0.040 -0.189
Cl -3.821348 -9.722129 -3.851368 0.007 -0.025 -0.045 -0.197
Cl 3.806054 7.579512 0.701911 0.105 -0.012 -0.066 -0.195
S -3.361781 1.167135 -2.235111 1.013 -1.511 1.251 -0.402
S -3.200507 0.908273 1.667142 -4.157 0.941 4.595 1.037
P -5.305374 -5.002557 -0.156225 0.422 -0.661 0.313 0.137
O 5.581397 -2.560882 1.053483 0.275 0.606 -1.627 -0.363
O -6.441554 -5.593051 -1.298829 -0.175 2.062 1.320 -0.336
O -4.683815 0.599763 1.593093 3.928 0.577 -0.520 -0.546
O -2.664576 0.870063 3.093052 -0.440 -0.006 -4.504 -0.609
N -2.358602 -0.180751 0.603298 -0.537 1.298 -2.281 1.602
N 1.994900 4.429442 0.876201 1.032 -3.785 0.434 -0.353
N -6.262598 -4.716128 1.330719 -0.168 1.301 -1.644 -0.487
C -8.351651 -0.841034 5.666767 0.097 0.233 0.051 -0.472
C 7.006819 -1.410754 5.344836 -0.198 -0.048 0.139 -0.566
C 2.816947 3.155608 2.848570 -0.732 0.178 -0.845 -1.148
C 0.488930 0.194378 1.847418 0.359 0.905 0.089 -0.883
C -6.852608 -0.920055 5.460780 -0.119 0.222 -0.116 -0.276
C -4.679082 -8.188839 -3.554820 -0.090 0.222 0.099 -0.282
C -0.458240 2.144208 -5.008865 -0.732 0.342 -0.930 -0.473
C -1.789346 7.165598 -6.312037 0.031 0.245 -0.158 -0.548
C 5.245681 6.126615 -8.156122 -0.062 0.026 -0.194 -0.496
C -2.360628 6.883672 -7.687068 -0.111 0.195 0.075 -0.407
C 5.708133 -0.954904 4.708963 -0.061 -0.347 0.026 -0.192
C 3.162922 -2.571111 0.490068 0.711 1.294 0.304 -0.853
C -5.292962 -2.704566 -2.000698 2.807 2.519 2.018 -0.737
C -1.495599 -3.087185 1.637867 -0.535 -0.348 -0.235 0.739
C 0.784272 2.367476 -1.707208 -2.667 -1.615 1.089 0.290
C 1.836981 3.233927 -2.543048 0.439 -0.295 -0.073 -0.261
C 6.928780 -2.302049 0.598758 1.690 -0.351 0.377 -0.082
C 2.430522 3.235373 1.273702 -0.250 2.204 -0.064 0.216
C 4.994590 5.188650 -2.374619 -0.163 -0.014 0.036 -0.350
C -4.690396 -3.253357 -0.660157 -0.354 3.254 -1.525 0.200
C 9.198094 2.240608 -0.627236 -0.115 0.206 0.091 -0.058
C -9.087940 -0.232537 -3.406135 -0.309 -0.007 -0.090 -0.538
C 0.045959 0.812285 0.449480 -0.904 1.395 -2.884 0.362
C -3.116730 -3.098711 1.585422 0.538 -0.117 -1.249 -1.624
C 4.821417 4.706012 -8.460777 -0.187 0.137 -0.071 -0.175
C -1.138890 -4.436544 8.538854 -0.174 -0.068 -0.132 -0.460
C 1.072206 1.700585 -0.342463 -1.287 -0.322 -1.084 0.613
C -3.685618 -2.429845 0.226028 -1.035 0.858 -2.207 0.106
C -0.928787 -4.051679 0.487413 -0.230 -0.740 0.134 -0.838
C 0.305412 3.183510 -6.003902 -1.351 -0.459 -0.364 -0.600
C 2.547155 1.959833 0.280076 -1.054 0.306 0.846 1.062
C -1.388426 0.620955 -0.172976 4.739 2.216 -1.363 -1.330
C -0.827636 -5.674440 7.722446 -0.215 0.065 0.327 -0.144
C -0.631670 2.186268 -2.317468 0.533 -1.443 2.890 -0.066
C -3.739468 -8.461293 5.044519 -0.217 -0.115 -0.101 -0.462
C 2.144848 8.306168 2.757229 -0.107 0.003 -0.190 -0.463
C -4.851005 -1.304474 -2.484604 1.606 -1.924 3.119 -1.140
C 4.603645 -1.863713 0.222275 -0.576 -0.015 0.576 -0.191
C -6.148840 -8.403468 -3.256707 0.065 0.162 0.214 -0.143
C 7.997753 -3.354747 1.228750 -0.299 0.652 0.007 -0.841
C -1.014351 2.885082 -3.695574 0.606 0.648 0.490 -1.168
C 4.959129 4.403120 -1.078594 -0.114 0.413 0.000 0.436
C -3.268349 -0.982669 -0.243216 -2.943 -3.374 -2.105 -0.442
C -3.866278 -0.515768 -1.593608 -0.143 -1.527 0.804 0.802
C 1.539941 -1.019068 1.766874 0.142 -0.300 -0.297 -0.587
C -3.048599 2.707727 1.153211 -0.001 0.778 0.255 -0.811
C 9.685150 2.399883 0.798802 0.059 0.156 -0.124 -0.572
C 1.961338 -1.478891 0.291734 0.800 -1.596 0.628 0.809
C -1.646746 1.334717 -1.522573 1.483 -0.187 0.893 0.373
C -8.826454 0.691318 -4.578562 -0.157 -0.149 -0.081 -0.483
C -4.804075 -8.376140 6.119467 -0.119 0.082 -0.215 -0.480
C 2.517090 7.147064 1.855130 -0.356 0.147 0.330 -0.033
H 1.908974 9.203340 2.181640 0.126 -0.102 0.062 0.344
H 3.333315 2.141348 -0.535971 -1.431 -0.185 1.304 -0.428
H -4.535659 -7.546777 -4.425811 -0.072 -0.165 0.057 0.352
H -9.536099 0.301051 -2.565958 0.160 -0.013 -0.106 0.334
H -3.854128 3.254932 1.776317 1.139 -1.365 -0.865 0.402
H 4.466709 4.665143 -3.174588 0.160 -0.007 0.073 0.174
H -7.273560 -4.624440 1.094489 0.778 -0.194 0.263 0.262
H -6.048433 -3.314610 -2.613966 1.463 0.974 1.136 0.585
H 9.235009 3.288234 1.246672 -0.034 -0.094 -0.092 0.294
H 3.933207 4.344742 -0.707815 0.179 0.058 -0.076 -0.486
H 10.770418 2.509590 0.842528 -0.141 -0.109 -0.046 0.351
H -2.215924 7.751704 -8.333211 0.060 -0.065 0.110 0.311
H -3.429643 6.668194 -7.641282 0.173 -0.057 0.052 0.311
H 2.406847 -0.661352 -0.365170 -1.091 -0.913 0.842 -0.053
H 8.128300 2.026982 -0.664703 0.221 -0.035 0.060 -0.069
H -0.077957 -4.720761 0.874509 -1.203 1.234 -0.556 0.333
H -2.045684 3.121610 1.504258 -1.214 -0.780 -0.789 0.258
H -5.999836 -3.746784 1.616016 -0.260 -0.816 0.143 0.166
H 3.062461 -3.474049 -0.197149 0.080 1.130 1.119 0.347
H 1.630234 3.221989 -3.680068 0.137 -0.134 1.984 -0.415
H 5.532602 -1.453676 3.753057 0.132 0.098 0.054 0.028
H -2.215484 8.089572 -5.916133 -0.028 -0.112 -0.075 0.350
H -0.703908 7.277974 -6.343475 -0.145 -0.116 -0.027 0.302
H 4.518402 6.160831 -2.231997 0.056 -0.099 0.125 0.331
H -3.280923 2.878307 0.051632 0.504 -0.476 1.504 0.220
H 7.236262 -0.839573 6.246269 -0.019 0.014 -0.188 0.387
H -0.512713 3.928553 -3.674404 -0.871 -1.639 0.128 0.334
H -6.293951 -9.127013 -2.452333 0.075 0.026 -0.179 0.357
H -8.767832 -0.039647 5.053146 0.114 -0.090 -0.005 0.316
H -0.560714 -3.519063 -0.451243 -0.699 -0.496 1.292 0.235
H 1.085750 -2.026726 -0.211089 1.219 1.203 0.550 -0.259
H 8.880998 -3.401351 0.496895 -1.242 0.004 1.158 0.313
H 7.052609 -2.392738 -0.548632 -0.634 0.319 1.697 0.313
H -9.772130 -1.028605 -3.707086 0.072 0.099 -0.062 0.292
H 4.378849 6.789811 -8.190812 0.024 -0.134 0.026 0.280
H -3.410775 -4.214821 1.665762 0.275 1.895 -0.308 0.707
H 4.591888 -0.743770 0.526649 -0.145 -1.597 -0.366 0.103
H -1.735221 -6.037957 7.242111 0.096 0.184 0.152 -0.038
H -5.694964 -8.921963 5.802514 0.136 0.005 -0.012 0.350
H -1.778580 -4.782971 0.200054 1.343 1.182 0.289 0.268
H -0.407782 -0.099224 2.491042 1.099 0.484 -1.096 0.394
H 4.278820 4.670245 -9.407653 0.073 0.067 0.077 0.304
H 5.572499 4.871820 -0.306983 -0.042 -0.085 -0.145 0.496
H -6.603010 -1.226206 4.443132 -0.110 -0.027 0.147 0.084
H -2.141520 3.110638 -3.808859 1.807 -0.650 0.394 0.635
H 4.171999 4.320899 -7.675136 0.112 -0.014 -0.045 0.053
H -4.149293 -8.125517 4.089756 -0.014 0.041 0.134 0.277
H -5.245915 -0.869597 -3.473139 1.077 -0.694 1.889 0.567
H -8.603697 -0.637279 6.709081 0.072 -0.131 -0.117 0.333
H 3.251482 2.136795 3.137067 -0.588 1.574 -0.344 0.109
H -0.288057 3.259017 -6.989654 1.128 -0.027 1.650 0.267
H 2.509956 -0.783922 2.352783 -1.545 -0.129 -0.889 0.213
H -6.606103 -7.460628 -2.952129 0.159 -0.069 -0.050 -0.024
H 3.190050 -2.853044 1.611985 -0.085 -0.003 -1.954 0.237
H 0.390145 4.232311 -5.563455 0.267 -1.555 -0.581 0.377
H 2.920272 1.086276 0.911899 -0.665 1.059 -0.976 -0.620
H 1.750987 4.361937 -0.126352 0.003 0.011 0.457 0.076
H -7.298356 -5.092144 -1.249140 0.918 -0.541 -0.222 0.275
H 1.866060 4.339114 -2.226835 -0.239 -1.557 -0.364 0.270
H -1.385962 1.793908 -5.605239 1.564 0.332 0.988 0.290
H 4.912337 -1.891737 -0.877548 -0.443 -0.144 1.339 0.325
H -3.376513 -9.482906 4.918113 -0.004 0.147 0.127 0.324
H 1.017604 1.048708 2.424022 -1.019 -1.253 -0.907 0.004
H 8.376763 -2.957494 2.241815 -0.640 -0.836 -1.659 0.087
H 2.853160 6.282320 2.429473 -0.051 0.223 -0.171 -0.048
H 1.820050 3.359453 3.399339 1.654 -0.526 -0.728 0.257
H -1.955297 -4.646558 9.232746 0.103 -0.073 -0.072 0.311
H 0.183065 1.223111 -4.813236 -0.820 1.396 -0.011 0.452
H 7.268205 -1.256966 0.958104 -0.595 -1.383 -0.819 0.121
H -9.773708 1.050645 -4.985563 0.062 -0.043 0.114 0.347
H -1.041748 -2.044270 1.666448 -0.808 -1.506 -0.185 -0.662
H 2.919457 2.841974 -2.437443 -1.821 0.457 -0.027 0.128
H 9.380579 3.160517 -1.186520 0.022 -0.068 0.087 0.336
H -4.193352 -7.715234 -2.699225 -0.126 -0.069 -0.016 0.126
H -8.284199 0.182162 -5.377646 -0.003 0.057 0.173 0.318
H -0.428070 -6.477067 8.345058 0.046 0.165 -0.084 0.389
H 1.077414 -1.924611 2.310768 0.773 1.284 -0.915 0.206
H 5.982019 6.493793 -8.873573 -0.019 -0.127 0.149 0.351
H 7.557100 -4.403267 1.361803 0.536 1.553 -0.283 0.259
H 4.870999 -1.184303 5.371500 0.134 0.037 0.014 0.358
H 6.934068 -2.464860 5.619728 -0.067 0.088 -0.101 0.326
H 1.651482 6.845106 1.262813 0.186 0.051 0.165 0.261
H -1.439061 -3.601364 7.902898 0.134 -0.118 0.038 0.287
H 1.268599 8.044211 3.353546 0.109 -0.081 -0.070 0.336
H 3.521631 4.025673 3.132378 -0.992 -1.551 -0.599 0.406
H -5.091564 -7.341985 6.318488 0.133 -0.126 -0.009 0.296
H -6.401453 0.057670 5.641933 -0.092 -0.078 0.020 0.282
```
Positions in Å, forces in eV/Å.

Summary:
Total charge: 0
2S+1: 1
Lowest unoccupied orbital energy: -0.710 eV
E_HOMO: -0.3063 Ha
Orbital gap: 7.62 eV
Relative energy (zero: lowest compared OMol25 entry of this formula, charge and spin): 937.6 kJ/mol